1.
C24H14Cl5F2IrN2O3 | the ωB97M-V functional and the def2-TZVPD basis

Its spin multiplicity is 2. As for the charge: +1. The value obtained for the gap between HOMO and LUMO (alpha / beta) is 5.727 / 5.311 eV. The calculation puts the HOMO energy (alpha / beta) at -0.4021 / -0.4002 Ha.

```
51
Properties=species:S:1:pos:R:3:forces:R:3:lowdin_charge:R:1
Ir -0.054 0.170 -0.781 0.063 0.714 2.246 1.5163
C -1.090 -3.288 0.102 0.185 0.282 -0.046 -0.0300
O -0.107 -2.258 0.306 -0.867 0.488 -0.135 -0.1507
C 1.178 -2.608 0.446 1.006 -0.093 0.124 -0.2382
C 1.629 -3.926 0.484 -0.138 0.282 0.054 0.0011
C 2.965 -4.176 0.717 0.365 0.002 0.076 -0.0506
C 3.872 -3.133 0.909 -0.176 -0.445 -0.015 -0.0640
C 3.441 -1.830 0.846 -0.396 0.334 -0.203 -0.0065
C 2.091 -1.547 0.587 -0.051 -1.086 -0.148 -0.1746
N 1.602 -0.226 0.456 1.113 0.848 0.009 -0.0938
N 2.458 0.663 0.849 -1.725 -0.956 -0.085 0.1302
C 2.149 1.943 0.944 -0.409 1.449 -0.119 -0.1314
C 0.788 2.434 0.865 1.795 0.492 0.391 -0.2955
O -0.177 1.648 0.569 -0.657 -0.962 -1.050 -0.1825
C 0.502 3.795 1.192 -0.147 -0.801 -0.157 0.0183
C 1.516 4.628 1.505 0.699 0.115 0.114 0.0347
C 2.895 4.205 1.570 -0.786 0.163 -0.044 -0.1615
C 3.892 5.118 1.914 0.612 0.062 0.120 -0.0138
C 5.207 4.705 2.006 -0.293 0.341 0.023 -0.0543
C 5.534 3.376 1.753 -0.191 -0.366 -0.086 -0.0462
C 4.554 2.462 1.404 0.352 0.132 0.052 -0.0113
C 3.224 2.867 1.307 -0.373 -0.281 -0.088 -0.0974
H -1.050 -3.987 0.936 -0.087 -0.036 -0.034 0.1060
H -0.909 -3.777 -0.852 -0.014 -0.128 0.010 0.0799
H -2.045 -2.776 0.074 -0.035 -0.037 0.020 0.0996
H 0.935 -4.743 0.355 0.031 -0.017 -0.003 0.1139
H 3.310 -5.200 0.760 0.000 0.012 -0.018 0.1167
H 4.914 -3.350 1.101 0.005 0.018 -0.007 0.1135
H 4.132 -1.012 0.973 0.015 0.003 0.014 0.1022
H -0.531 4.111 1.147 0.012 0.047 0.040 0.1285
H 1.302 5.669 1.720 0.004 -0.008 -0.003 0.1311
H 3.627 6.148 2.118 -0.017 -0.006 -0.014 0.1215
H 5.979 5.412 2.278 0.005 -0.007 -0.007 0.1131
H 6.562 3.048 1.831 0.007 0.009 0.002 0.1140
H 4.818 1.432 1.213 0.005 0.000 -0.025 0.1033
Cl -3.716 0.723 -6.884 0.074 -0.045 0.152 0.7318
C -2.937 0.244 -5.432 -0.092 -0.019 -0.172 -0.6876
C -2.540 1.204 -4.511 0.074 0.176 0.174 -0.6862
Cl -2.817 2.877 -4.762 -0.014 -0.111 -0.047 0.7419
C -1.905 0.789 -3.348 0.061 0.266 0.021 -0.5356
Cl -1.411 1.945 -2.134 -0.083 -0.378 -0.002 0.8367
C -1.650 -0.542 -3.069 0.196 -0.303 -0.063 -0.4222
O -1.119 -0.922 -1.894 -0.893 -0.417 -0.433 -0.3008
C -2.054 -1.499 -3.998 0.072 -0.327 -0.011 -0.5849
Cl -1.737 -3.164 -3.673 -0.019 0.325 0.009 0.7663
C -2.697 -1.111 -5.167 -0.025 -0.056 -0.147 -0.6773
Cl -3.186 -2.299 -6.300 0.024 0.098 0.065 0.7377
F 1.440 1.350 -2.856 -0.228 -0.196 0.259 0.0110
C 1.369 0.168 -2.189 0.996 0.319 -0.892 -0.4355
F 1.170 -0.795 -3.118 -0.072 0.091 0.088 0.0432
H 2.339 -0.015 -1.727 0.021 0.011 -0.010 0.1200
```
Forces are in eV/Å.

=====

2.
C24H14ClN5O5S2Sn | the ωB97M-V functional and the def2-TZVPD basis

Its spin multiplicity is 1. As for the charge: +2. The value obtained for the gap between HOMO and LUMO (alpha / beta) is 3.848 / 3.825 eV. The calculation puts the HOMO energy (alpha / beta) at -0.4715 / -0.4715 Ha.

```
52
Properties=species:S:1:pos:R:3:forces:R:3:lowdin_charge:R:1
Sn 0.371 -2.437 0.837 -0.289 -0.028 -0.295 1.4732
O -0.633 1.747 2.171 -0.184 0.034 0.096 -0.4118
Cl 0.266 1.078 1.265 0.373 0.119 -0.372 0.8085
O 1.622 1.597 1.364 -0.179 -0.089 -0.153 -0.4257
O -0.587 -0.333 -1.765 0.035 -0.104 -0.193 0.0990
O 0.352 -0.382 1.759 0.041 -0.658 0.236 -0.6917
S -5.773 3.304 0.268 0.000 0.020 -0.009 1.1657
C -7.024 3.025 1.366 0.012 0.038 -0.027 -0.2868
C -6.985 1.752 1.939 0.024 -0.077 0.017 -0.0850
C -5.925 1.009 1.473 -0.063 -0.004 0.052 -0.0324
C -5.133 1.707 0.528 0.027 0.010 -0.018 -0.3875
C -3.970 1.246 -0.138 0.023 -0.028 -0.003 -0.1645
C -3.466 -0.056 0.096 -0.044 0.022 0.021 0.0029
N -2.371 -0.511 -0.470 0.090 0.048 -0.041 0.1844
C -1.692 0.284 -1.280 -0.120 0.082 0.217 -0.2379
C -2.093 1.590 -1.641 0.023 -0.060 0.063 -0.0898
C -1.379 2.453 -2.580 0.092 0.022 -0.037 0.0117
C -0.092 2.399 -2.917 -0.114 0.045 -0.027 0.0123
C 0.923 1.473 -2.419 -0.005 0.020 0.086 -0.0888
C 2.246 1.849 -2.449 0.000 0.024 0.061 0.0652
C 3.254 1.016 -1.925 -0.036 -0.030 0.004 -0.1651
C 2.838 -0.240 -1.432 0.130 -0.103 0.081 -0.0020
N 1.583 -0.631 -1.427 -0.120 0.102 0.027 0.1496
C 0.655 0.203 -1.870 0.114 0.105 0.169 -0.2416
C 4.616 1.402 -1.860 0.004 0.032 -0.005 -0.3832
C 5.703 0.654 -1.343 0.085 -0.014 0.023 -0.0281
C 6.899 1.328 -1.415 -0.017 -0.077 0.030 -0.0824
C 6.753 2.597 -1.981 -0.021 0.043 -0.018 -0.2843
S 5.162 2.956 -2.419 -0.001 0.021 -0.016 1.1670
C -3.251 2.042 -1.053 0.025 0.016 0.028 0.0618
H -7.752 3.799 1.564 -0.001 0.001 0.000 0.1034
H -7.710 1.412 2.662 0.004 -0.005 0.000 0.1348
H -5.715 0.000 1.793 -0.002 0.004 0.003 0.1296
H -3.971 -0.740 0.765 -0.005 0.008 -0.005 0.1345
H -1.969 3.265 -2.988 -0.010 -0.022 -0.036 0.1315
H 0.283 3.171 -3.578 -0.006 -0.026 -0.037 0.1317
H 2.496 2.819 -2.861 0.002 -0.001 -0.013 0.1204
H 3.548 -0.942 -1.012 0.001 -0.003 -0.021 0.1324
H 5.600 -0.340 -0.933 0.005 0.003 0.002 0.1316
H 7.850 0.942 -1.078 -0.004 -0.006 0.003 0.1355
H 7.536 3.323 -2.146 0.002 0.003 -0.002 0.1037
H -3.597 3.039 -1.300 -0.004 0.002 -0.008 0.1186
N -0.352 -6.079 3.290 -0.043 0.007 0.024 0.2237
C 0.336 -5.121 2.679 0.096 0.054 0.051 -0.4736
O -0.294 -4.177 2.082 0.101 0.222 0.046 -0.2465
C 1.768 -5.158 2.694 -0.081 -0.019 0.057 -0.1801
C 2.496 -6.160 3.376 0.024 -0.038 0.035 -0.2044
N 3.003 -7.016 3.953 -0.003 0.011 -0.008 0.1756
C 2.311 -4.117 1.981 0.040 0.036 -0.088 -0.2016
N 2.500 -3.179 1.307 -0.007 0.245 0.006 0.0303
H 0.116 -6.829 3.774 -0.006 0.002 -0.006 0.1235
H -1.356 -6.034 3.296 -0.006 -0.011 -0.001 0.1330
```
Forces are in eV/Å.

=====

3.
C24H15ClF10N3O2Rh | the ωB97M-V functional and the def2-TZVPD basis

Its spin multiplicity is 1. As for the charge: 0. The value obtained for the gap between HOMO and LUMO is 7.047 eV. The calculation puts the HOMO energy at -0.2880 Ha.

```
56
Properties=species:S:1:pos:R:3:forces:R:3:lowdin_charge:R:1
Rh -0.036 -0.515 0.082 -0.784 -1.652 -0.264 1.2842
C -1.177 -3.234 -0.179 -0.024 -0.250 -0.181 -0.0420
N -0.915 -2.051 -1.021 0.380 0.449 0.579 -0.2758
C -0.004 -2.393 -2.139 -0.164 -0.285 -0.395 -0.1594
C 1.396 -2.247 -1.641 0.395 -0.010 0.153 -0.2141
N 1.548 -0.939 -1.054 0.452 1.510 0.327 -0.1019
C 2.177 0.100 -1.730 -0.188 -0.529 -0.074 -0.1641
C 2.696 1.178 -1.008 0.169 -0.001 0.165 -0.1666
F 2.538 1.198 0.319 -0.011 -0.024 0.109 0.1030
C 3.420 2.200 -1.586 -0.068 0.080 0.022 -0.1438
F 3.910 3.181 -0.828 0.006 -0.019 0.004 0.1303
C 3.656 2.199 -2.949 0.075 0.120 0.024 -0.1464
F 4.387 3.162 -3.514 -0.056 0.020 -0.003 0.1262
C 3.120 1.183 -3.708 -0.046 -0.141 -0.124 -0.1462
F 3.289 1.178 -5.032 0.001 -0.001 0.015 0.1242
C 2.385 0.175 -3.108 -0.073 0.038 -0.231 -0.1344
F 1.822 -0.738 -3.931 0.055 0.004 0.004 0.0808
C -2.186 -1.470 -1.509 -0.375 -0.300 -0.146 -0.1582
C -1.906 -0.133 -2.127 0.034 0.258 -0.211 -0.2118
N -1.076 0.552 -1.169 -0.209 0.568 -0.080 -0.1009
C -0.781 1.888 -1.254 0.079 -0.352 -0.108 -0.1618
C -0.202 2.517 -0.151 0.043 0.132 0.226 -0.1454
F -0.004 1.772 0.969 0.096 -0.002 -0.083 0.0558
C 0.148 3.848 -0.113 0.066 -0.019 0.087 -0.1469
F 0.706 4.363 0.980 -0.042 0.001 0.005 0.1382
C -0.098 4.648 -1.214 0.023 0.074 0.027 -0.1448
F 0.211 5.946 -1.197 0.026 -0.030 -0.015 0.1268
C -0.677 4.073 -2.327 -0.099 -0.018 -0.086 -0.1431
F -0.917 4.818 -3.406 0.012 -0.001 0.001 0.1296
C -1.000 2.727 -2.347 0.016 0.107 -0.267 -0.1321
F -1.523 2.241 -3.490 0.013 -0.029 0.055 0.0932
H -1.696 -3.988 -0.775 0.048 -0.004 -0.055 0.1048
H -0.235 -3.644 0.180 0.026 0.018 -0.025 0.0992
H -1.781 -2.949 0.671 -0.043 0.004 -0.012 0.0726
H -0.212 -3.405 -2.497 -0.149 0.001 0.068 0.1376
H -0.167 -1.698 -2.956 -0.024 -0.008 0.015 0.1060
H 1.588 -2.988 -0.858 0.059 -0.050 -0.053 0.1126
H 2.110 -2.429 -2.442 0.057 -0.007 0.025 0.1280
H -2.661 -2.140 -2.234 0.093 -0.153 0.078 0.1403
H -2.841 -1.367 -0.645 0.040 0.055 0.020 0.1289
H -1.431 -0.229 -3.110 -0.087 -0.034 -0.028 0.1102
H -2.856 0.383 -2.289 0.019 0.071 0.037 0.1355
Cl -1.764 -1.541 8.388 0.008 0.011 -0.049 0.6675
C -1.422 -1.378 6.692 -0.008 0.003 0.041 -0.6622
C -2.347 -1.836 5.768 -0.028 -0.028 -0.047 -0.0959
C -2.070 -1.704 4.417 -0.043 0.031 0.057 -0.0100
C -0.875 -1.131 4.001 0.007 -0.035 -0.010 -0.1397
C 0.044 -0.678 4.941 0.018 -0.011 0.022 -0.0026
C -0.230 -0.793 6.294 0.047 0.017 -0.023 -0.0913
C -0.574 -1.007 2.551 0.375 0.088 -0.241 -0.5736
O -1.485 -1.198 1.688 -0.072 0.931 0.462 -0.0946
O 0.607 -0.709 2.178 -0.136 -0.582 0.173 -0.0799
H -3.270 -2.286 6.108 0.008 0.004 -0.002 0.1057
H -2.780 -2.043 3.675 0.001 0.008 0.005 0.1179
H 0.968 -0.232 4.598 -0.002 -0.020 0.010 0.1233
H 0.472 -0.437 7.035 -0.010 -0.008 -0.002 0.1073
```
Forces are in eV/Å.

=====

4.
C24H15F2N2O3S | the ωB97M-V functional and the def2-TZVPD basis

Its spin multiplicity is 1. As for the charge: -1. The value obtained for the gap between HOMO and LUMO is 4.385 eV. The calculation puts the HOMO energy at -0.1179 Ha.

```
47
Properties=species:S:1:pos:R:3:forces:R:3:lowdin_charge:R:1
C -0.291 -2.228 -2.286 -0.164 -0.297 -0.049 -0.1436
C -1.363 -1.656 -2.983 0.273 0.281 0.279 -0.1139
C -1.638 -0.298 -2.856 0.319 0.215 0.254 -0.0478
C -0.874 0.517 -1.966 0.351 -0.933 0.010 -0.2102
C -1.189 1.876 -1.661 -1.917 0.660 -0.841 -0.1930
C -2.477 2.460 -2.096 1.507 -0.466 0.381 -0.3709
O -2.550 3.597 -2.548 -0.687 0.375 0.056 0.0230
C -3.736 1.626 -1.938 -0.533 0.327 -0.005 -0.1649
C -3.862 0.647 -0.944 -0.002 0.029 -0.213 -0.0412
C -5.019 -0.125 -0.857 -0.034 0.304 -0.152 -0.0908
C -6.075 0.099 -1.748 0.182 0.040 0.017 -0.1117
C -5.984 1.122 -2.699 0.039 -0.050 0.269 -0.1008
C -4.833 1.907 -2.771 0.171 -0.348 0.137 -0.0332
C -0.197 2.806 -1.323 1.404 1.243 0.310 -0.2612
N 0.622 3.598 -1.042 -1.050 -1.155 -0.266 0.0960
C 0.266 -0.069 -1.369 -0.139 -0.173 0.018 -0.0488
C 0.533 -1.424 -1.493 -0.231 0.279 -0.286 -0.1228
H -0.102 -3.296 -2.366 0.008 0.109 -0.031 0.0764
H -1.994 -2.263 -3.632 0.186 0.045 0.097 0.0902
H -2.441 0.156 -3.443 0.288 -0.270 0.251 0.1096
H -3.028 0.484 -0.259 -0.231 0.025 -0.254 0.1215
H -5.087 -0.894 -0.086 -0.070 0.142 -0.216 0.0947
H -6.970 -0.520 -1.688 0.150 0.149 -0.037 0.0884
H -6.817 1.320 -3.377 0.209 -0.085 0.214 0.0927
H -4.769 2.730 -3.484 0.146 -0.260 0.196 0.1124
H 0.914 0.554 -0.757 -0.406 -0.216 -0.305 0.0653
H 1.391 -1.840 -0.964 -0.107 -0.021 -0.178 0.0833
F 5.990 3.114 0.471 -0.556 -0.879 0.079 -0.0116
C 5.166 2.051 0.768 0.421 0.017 -0.046 -0.6030
F 5.922 1.035 1.309 -0.275 0.723 -0.568 0.0045
S 3.972 2.647 1.984 -0.005 -1.186 1.051 1.0914
N 3.550 1.054 2.575 0.547 1.659 -0.256 -0.2453
C 4.091 0.350 3.692 0.446 0.425 0.315 -0.3734
O 4.942 0.734 4.464 -1.035 -0.333 -0.940 0.1140
C 3.352 -0.954 3.664 0.043 -0.336 0.139 -0.0860
C 2.498 -0.969 2.573 -0.295 -0.596 -0.176 -0.0809
C 1.678 -2.054 2.290 0.119 0.146 0.089 0.0231
C 1.757 -3.161 3.142 0.203 0.294 0.090 -0.0531
C 2.639 -3.158 4.236 -0.080 0.188 -0.272 -0.0629
C 3.448 -2.050 4.510 -0.059 0.087 -0.049 0.0023
C 2.688 0.278 1.798 -0.837 0.487 -1.785 -0.3783
O 2.270 0.603 0.690 1.079 -0.777 2.485 0.0866
H 4.636 1.688 -0.126 0.541 0.108 0.138 0.1273
H 1.008 -1.999 1.434 0.104 -0.171 0.138 0.1165
H 1.137 -4.033 2.950 0.105 0.153 0.059 0.1068
H 2.687 -4.041 4.867 0.034 0.156 -0.036 0.1021
H 4.142 -2.021 5.347 -0.163 -0.113 -0.110 0.1212
```
Forces are in eV/Å.